# 1
Molecular formula: C12H11N3OS2
Method: DFT, ωB97M-V/def2-TZVPD

The geometry in XYZ format:
```
29
C12H11N3OS2, DFT ωB97M-V/def2-TZVPD
C -4.106 -0.383 -1.157
C -3.089 -1.010 -0.257
C -3.150 -2.346 0.104
C -2.173 -2.892 0.925
C -1.157 -2.064 1.364
N -1.079 -0.786 1.041
C -2.006 -0.273 0.248
N -1.906 1.083 -0.052
C -0.817 1.874 0.069
S -0.966 3.503 0.235
N 0.428 1.294 0.033
C 0.779 0.176 -0.704
O 0.032 -0.361 -1.493
C 2.145 -0.288 -0.476
C 2.735 -1.349 -1.115
C 4.049 -1.591 -0.680
C 4.447 -0.719 0.286
S 3.227 0.414 0.685
H -4.675 0.384 -0.629
H -4.804 -1.133 -1.519
H -3.617 0.080 -2.013
H -3.957 -2.963 -0.266
H -2.202 -3.932 1.207
H -0.365 -2.425 2.007
H -2.771 1.575 -0.234
H 1.168 1.858 0.432
H 2.222 -1.919 -1.868
H 4.673 -2.377 -1.065
H 5.391 -0.672 0.792
```

Energy relative to the best compared isomer or geometry (same formula, charge and spin), kcal/mol: 0.00
Kohn-Sham gap, hartree: 0.29673
SMILES: Cc1cccnc1NC(=S)NC(=O)c1cccs1
LUMO level, eV: -0.21


# 2
Molecular formula: C3H7N3
Method: DFT, ωB97M-V/def2-TZVPD

The geometry in XYZ format:
```
13
C3H7N3, DFT ωB97M-V/def2-TZVPD
C -0.839 -0.036 -0.022
C -3.305 -0.468 -0.086
C 3.270 0.244 -0.117
N -1.999 -0.208 -0.043
N 4.439 -0.174 0.101
N -4.205 0.418 0.112
H 3.100 1.150 -0.696
H -3.577 -1.506 -0.302
H 2.401 -0.285 0.267
H 5.273 0.310 -0.250
H 4.623 -1.024 0.645
H -5.199 0.181 0.079
H -3.983 1.398 0.310
```

Energy relative to the best compared isomer or geometry (same formula, charge and spin), kcal/mol: 7.01
Kohn-Sham gap, hartree: 0.41066
Charge: +2
LUMO level, eV: -9.05


# 3
Molecular formula: C22H54CoN10O6P4S
Method: DFT, ωB97M-V/def2-TZVPD

The geometry in XYZ format:
```
98
C22H54CoN10O6P4S, DFT ωB97M-V/def2-TZVPD
Co -0.068 -0.091 0.153
C -3.969 -1.317 -2.821
N -2.821 -0.433 -2.587
C -1.548 -0.998 -3.017
P -2.860 0.591 -1.317
O -1.544 0.969 -0.708
O -3.671 -0.251 -0.157
P -3.001 -0.884 1.179
O -1.558 -1.242 0.898
N -3.134 0.135 2.439
C -4.466 0.440 2.970
C -2.105 1.048 2.916
N -3.957 -2.167 1.431
C -5.288 -2.399 0.869
C -3.648 -2.991 2.600
N -3.726 1.890 -1.711
C -3.775 3.026 -0.784
C -4.718 1.897 -2.795
H -4.045 -1.524 -3.888
H -4.896 -0.847 -2.503
H -3.853 -2.259 -2.278
H -1.587 -1.205 -4.086
H -1.328 -1.937 -2.493
H -0.751 -0.281 -2.842
H -5.180 -0.332 2.690
H -4.825 1.401 2.596
H -4.419 0.481 4.058
H -1.166 0.908 2.393
H -1.946 0.892 3.985
H -2.415 2.084 2.760
H -5.489 -1.706 0.059
H -6.053 -2.275 1.639
H -5.346 -3.419 0.486
H -2.623 -2.819 2.927
H -3.753 -4.043 2.335
H -4.323 -2.768 3.430
H -2.997 2.920 -0.030
H -4.748 3.093 -0.295
H -3.591 3.945 -1.339
H -4.262 1.587 -3.733
H -5.076 2.917 -2.908
H -5.582 1.269 -2.576
C 2.563 3.741 -1.747
N 2.141 2.357 -1.973
C 0.986 2.198 -2.848
P 2.667 1.151 -1.030
O 1.726 -0.014 -0.847
O 2.982 1.822 0.437
P 1.914 2.001 1.657
O 0.594 1.523 1.134
N 2.409 1.131 2.943
C 3.500 1.610 3.799
C 2.245 -0.313 2.970
N 1.972 3.574 2.014
C 3.107 4.465 1.769
C 0.978 4.098 2.956
N 4.114 0.637 -1.560
C 4.803 -0.396 -0.789
C 5.002 1.508 -2.339
H 2.774 4.214 -2.706
H 3.470 3.777 -1.149
H 1.777 4.303 -1.236
H 1.207 2.621 -3.829
H 0.107 2.697 -2.433
H 0.779 1.140 -2.982
H 3.500 2.695 3.845
H 4.471 1.266 3.436
H 3.345 1.230 4.808
H 1.455 -0.612 2.285
H 1.971 -0.632 3.977
H 3.168 -0.826 2.679
H 3.854 3.976 1.151
H 3.573 4.755 2.713
H 2.760 5.366 1.264
H 0.111 3.440 2.992
H 0.648 5.078 2.614
H 1.398 4.195 3.960
H 4.077 -0.986 -0.228
H 5.524 0.038 -0.091
H 5.335 -1.059 -1.472
H 4.445 2.003 -3.130
H 5.765 0.884 -2.801
H 5.502 2.253 -1.715
N 1.967 -7.245 1.189
C 2.557 -6.301 0.510
S 4.016 -6.512 -0.310
C 1.972 -4.938 0.463
C 1.423 -4.375 1.614
C 0.896 -3.096 1.525
N 0.917 -2.372 0.406
C 1.451 -2.915 -0.685
C 1.985 -4.199 -0.715
H 2.358 -8.173 1.301
H 1.047 -7.085 1.580
H 1.431 -4.890 2.565
H 0.425 -2.644 2.389
H 1.474 -2.297 -1.572
H 2.361 -4.602 -1.645
```

Energy relative to the best compared isomer or geometry (same formula, charge and spin), kcal/mol: 7.35
Kohn-Sham gap (spin up / spin down), hartree: 0.26163 / 0.17262
<S²>: 6.01
Charge: +3
LUMO level (spin up / spin down), eV: -8.85 / -11.28
Spin multiplicity: 5


# 4
Molecular formula: C42H45AsGeN2O3S4SbSeW
Method: DFT, ωB97M-V/def2-TZVPD

The geometry in XYZ format:
```
101
C42H45AsGeN2O3S4SbSeW, DFT ωB97M-V/def2-TZVPD
W 0.281 -0.059 -0.566
C -2.022 -0.709 1.557
O -0.595 -1.884 -0.399
C 0.069 -3.005 -0.645
C -0.503 -4.262 -0.447
C 0.224 -5.397 -0.768
C 1.516 -5.299 -1.284
C 2.090 -4.054 -1.481
C 1.361 -2.914 -1.164
N 1.782 -1.580 -1.328
N 2.929 -1.442 -1.843
C 3.578 -0.270 -1.903
C 3.240 0.852 -1.098
O 2.199 0.935 -0.389
C 4.195 1.926 -0.994
C 5.329 1.922 -1.718
C 5.670 0.839 -2.597
C 6.848 0.864 -3.360
C 7.170 -0.181 -4.192
C 6.310 -1.282 -4.275
C 5.149 -1.325 -3.538
C 4.803 -0.267 -2.679
H -1.176 -1.170 2.064
H -2.484 -1.470 0.927
H -2.758 -0.402 2.306
H -1.509 -4.324 -0.053
H -0.220 -6.372 -0.611
H 2.073 -6.194 -1.525
H 3.091 -3.950 -1.875
H 3.926 2.740 -0.333
H 6.018 2.758 -1.653
H 7.501 1.727 -3.284
H 8.077 -0.151 -4.782
H 6.555 -2.107 -4.933
H 4.481 -2.172 -3.618
S -3.034 4.989 -2.551
As -3.295 3.207 -3.601
S -0.313 2.080 -1.478
S 0.837 1.056 -2.794
S -4.762 1.980 -2.736
C -2.882 1.156 0.153
C -1.613 0.468 0.663
O 0.803 -0.167 1.112
H -3.713 0.446 0.172
H -2.798 1.538 -0.862
H -3.204 2.003 0.762
C -2.286 6.438 1.992
C -1.756 5.881 3.151
C -1.309 4.570 3.146
C -1.381 3.802 1.981
C -1.913 4.366 0.827
C -2.366 5.681 0.834
Sb -0.598 1.816 2.077
C 1.446 2.336 2.351
C 1.835 3.636 2.047
C 3.161 4.025 2.209
C 4.097 3.121 2.685
C 3.708 1.822 2.989
C 2.392 1.425 2.811
C -1.240 1.415 4.056
C -2.612 1.469 4.302
C -3.099 1.262 5.584
C -2.217 0.998 6.625
C -0.853 0.949 6.386
C -0.364 1.154 5.100
H -2.637 7.462 1.994
H -1.692 6.467 4.061
H -0.906 4.147 4.061
H -1.986 3.819 -0.107
H -2.779 6.086 -0.081
H 1.120 4.350 1.661
H 3.454 5.035 1.951
H 5.130 3.422 2.809
H 4.438 1.106 3.344
H 2.112 0.397 2.986
H -3.304 1.693 3.497
H -4.164 1.310 5.771
H -2.597 0.839 7.627
H -0.165 0.751 7.198
H 0.705 1.125 4.922
C -5.063 -3.689 -3.470
Ge -4.832 -1.759 -3.138
C -4.643 -0.830 -4.843
C -6.390 -1.146 -2.132
C -3.217 -1.611 -2.003
Se -1.808 -0.461 -2.694
C -0.981 -1.861 -3.755
H -5.969 -3.885 -4.048
H -5.138 -4.230 -2.525
H -4.212 -4.089 -4.025
H -5.600 -0.823 -5.366
H -3.911 -1.329 -5.481
H -4.335 0.200 -4.665
H -7.289 -1.206 -2.748
H -6.256 -0.114 -1.814
H -6.529 -1.779 -1.253
H -2.772 -2.597 -1.862
H -3.494 -1.226 -1.024
H -1.679 -2.177 -4.528
H -0.710 -2.710 -3.129
H -0.094 -1.429 -4.213
```

Energy relative to the best compared isomer or geometry (same formula, charge and spin), kcal/mol: 5.22
Kohn-Sham gap, hartree: 0.20173
Charge: -1
LUMO level, eV: 1.16


# 5
Molecular formula: C54H163N9O23
Method: DFT, ωB97M-V/def2-TZVPD

The geometry in XYZ format:
```
249
C54H163N9O23, DFT ωB97M-V/def2-TZVPD
C -0.865 1.281 -1.068
C -0.109 0.303 -0.237
C 0.629 0.857 0.962
O -0.971 -0.705 0.143
H -1.038 0.813 -2.037
H -0.371 2.237 -1.239
H -1.833 1.604 -0.686
H 0.640 -0.183 -0.862
H 1.369 1.617 0.712
H 1.190 0.103 1.514
H -0.024 1.333 1.694
H -0.850 -1.498 -0.385
C 1.582 6.306 0.123
C 0.197 6.925 0.206
C -0.916 6.357 -0.637
O -0.346 6.955 1.494
H 1.653 5.263 0.434
H 2.362 6.794 0.708
H 1.715 6.233 -0.956
H 0.348 7.951 -0.128
H -1.837 6.932 -0.541
H -1.109 5.307 -0.420
H -0.552 6.327 -1.664
H -0.981 7.672 1.556
C 5.749 5.250 0.878
C 6.336 5.926 2.035
C 6.469 5.023 3.215
O 7.501 6.554 1.593
H 6.469 4.465 0.648
H 5.821 5.890 -0.001
H 4.720 4.895 0.929
H 5.740 6.754 2.418
H 5.509 4.546 3.415
H 6.759 5.581 4.105
H 7.255 4.298 3.002
H 7.843 7.114 2.293
C -3.427 3.561 2.244
C -4.722 4.332 2.713
C -5.792 4.146 1.755
O -5.107 3.975 4.049
H -3.714 2.520 2.094
H -2.591 3.689 2.930
H -3.073 3.799 1.241
H -4.382 5.363 2.808
H -6.317 3.199 1.640
H -5.445 4.436 0.763
H -6.591 4.869 1.917
H -5.038 3.018 4.030
C 2.517 4.781 -4.269
C 2.366 3.610 -5.266
C 1.002 2.915 -5.245
O 2.660 4.119 -6.577
H 1.594 5.360 -4.322
H 3.385 5.427 -4.400
H 2.464 4.506 -3.216
H 2.974 2.787 -4.889
H 0.776 2.634 -4.217
H 1.043 1.951 -5.752
H 0.260 3.491 -5.799
H 3.335 4.795 -6.476
C 1.949 -3.350 1.753
C 2.109 -2.930 0.313
C 3.302 -2.086 0.061
O 2.424 -4.150 -0.393
H 1.004 -3.882 1.861
H 1.923 -2.428 2.334
H 2.768 -3.930 2.179
H 1.220 -2.453 -0.100
H 3.253 -1.788 -0.986
H 4.280 -2.502 0.303
H 3.334 -1.149 0.617
H 2.814 -4.781 0.216
O -3.965 -0.062 0.373
H -4.257 0.085 -0.527
H -3.009 -0.032 0.323
O 2.876 2.051 4.511
H 3.465 2.451 5.150
H 2.878 2.656 3.770
O -4.485 -1.505 -4.474
H -3.941 -1.497 -5.261
H -4.158 -2.246 -3.963
O -5.666 0.765 2.864
H -5.407 0.443 2.001
H -6.314 0.132 3.172
O 0.139 4.410 2.502
H -0.238 4.374 3.381
H -0.387 5.064 2.042
O 3.142 -1.871 4.515
H 2.359 -1.362 4.307
H 3.611 -1.339 5.157
O -3.702 -2.723 2.304
H -3.794 -1.885 1.850
H -3.250 -2.505 3.119
O 2.823 3.755 2.265
H 3.169 4.055 1.424
H 1.873 3.775 2.154
C -5.224 2.517 -1.223
C -5.033 1.779 -2.597
C -3.793 2.236 -3.453
O -4.078 3.411 -4.198
C -2.908 4.121 -4.756
N -4.984 0.410 -2.390
H -6.210 2.201 -0.883
H -4.991 3.581 -1.268
H -4.403 2.278 -0.546
H -5.956 2.099 -3.081
H -3.410 1.501 -4.160
H -3.068 2.554 -2.703
H -3.275 5.133 -4.924
H -2.763 3.692 -5.747
H -2.122 4.133 -4.001
H -5.026 -0.069 -3.278
H -5.838 0.145 -1.920
C 6.139 -0.601 -4.747
C 6.367 -0.689 -3.209
C 5.068 -0.547 -2.364
O 4.715 0.802 -2.319
C 3.384 0.970 -1.985
N 7.078 -1.968 -2.971
H 6.973 -0.737 -5.436
H 5.754 0.394 -4.966
H 5.373 -1.336 -4.994
H 7.086 0.057 -2.872
H 5.150 -0.866 -1.324
H 4.325 -1.226 -2.785
H 3.083 0.724 -0.966
H 2.620 0.462 -2.573
H 3.047 1.987 -2.186
H 6.348 -2.664 -2.935
H 7.431 -2.065 -2.030
C 0.204 -0.620 4.489
C -0.423 -1.976 4.859
C -0.884 -1.947 6.300
O -1.769 -2.962 6.695
C -1.793 -3.096 8.125
N -1.620 -2.101 4.036
H 0.701 -0.562 3.521
H 0.818 -0.305 5.332
H -0.591 0.126 4.470
H 0.211 -2.859 4.778
H -1.476 -1.067 6.552
H -0.021 -1.922 6.965
H -2.750 -3.460 8.499
H -1.493 -2.252 8.748
H -1.109 -3.900 8.395
H -1.314 -2.173 3.077
H -1.915 -1.138 4.123
C -1.401 -3.505 -3.714
C -2.487 -4.163 -2.979
C -2.882 -3.422 -1.623
O -1.841 -3.164 -0.706
C -1.195 -4.330 -0.254
N -3.542 -4.365 -3.893
H -0.405 -3.619 -3.286
H -1.579 -2.449 -3.918
H -1.145 -3.947 -4.677
H -2.245 -5.207 -2.779
H -3.640 -3.998 -1.093
H -3.335 -2.452 -1.826
H -0.451 -3.880 0.404
H -0.517 -4.703 -1.022
H -1.910 -5.051 0.141
H -4.319 -4.825 -3.442
H -3.419 -4.980 -4.685
C 7.161 1.288 1.716
C 5.840 0.581 1.910
C 5.872 -0.280 3.245
O 7.054 -0.996 3.509
C 7.006 -1.624 4.817
N 4.726 1.434 1.792
H 7.255 1.940 2.585
H 7.148 1.922 0.830
H 8.067 0.682 1.712
H 5.731 -0.040 1.021
H 5.033 -0.968 3.134
H 5.774 0.386 4.102
H 6.177 -2.321 4.936
H 6.976 -0.908 5.639
H 7.886 -2.200 5.103
H 3.960 1.349 2.444
H 5.076 2.300 2.177
C -2.342 -4.236 -8.901
C -2.618 -3.226 -7.779
C -2.756 -1.752 -8.239
O -2.945 -0.878 -7.142
C -2.304 0.394 -7.323
N -3.743 -3.712 -7.016
H -1.502 -3.998 -9.553
H -3.137 -4.316 -9.643
H -2.249 -5.252 -8.518
H -1.769 -3.286 -7.099
H -3.640 -1.686 -8.874
H -1.904 -1.562 -8.892
H -1.268 0.347 -6.988
H -2.752 1.154 -6.684
H -2.223 0.800 -8.332
H -3.898 -3.096 -6.231
H -4.486 -3.456 -7.650
C 1.088 -4.265 -7.499
C 1.334 -2.770 -7.746
C 1.600 -1.932 -6.510
O 0.479 -1.542 -5.659
C 0.861 -0.904 -4.455
N 2.477 -2.637 -8.676
H 1.908 -4.937 -7.245
H 0.552 -4.728 -8.327
H 0.434 -4.422 -6.641
H 0.496 -2.392 -8.331
H 1.914 -0.928 -6.794
H 2.470 -2.306 -5.971
H 0.072 -1.036 -3.714
H 1.027 0.167 -4.574
H 1.821 -1.290 -4.113
H 3.359 -2.999 -8.340
H 2.678 -1.673 -8.899
C -4.424 -0.070 6.549
C -3.810 1.319 6.214
C -2.678 1.870 7.074
O -3.235 1.995 8.379
C -2.228 2.156 9.379
N -3.341 1.148 4.874
H -4.787 -0.154 7.573
H -3.603 -0.786 6.525
H -5.213 -0.462 5.906
H -4.638 2.009 6.056
H -2.327 2.863 6.794
H -1.856 1.158 6.997
H -1.600 3.035 9.234
H -1.510 1.336 9.400
H -2.690 2.122 10.365
H -3.060 1.951 4.330
H -4.175 0.884 4.369
C -1.452 -5.165 3.878
C -2.088 -6.535 3.596
C -3.252 -6.794 4.608
O -2.612 -7.188 5.818
C -3.450 -7.267 6.987
N -2.611 -6.420 2.278
H -0.586 -4.809 3.321
H -1.171 -5.130 4.931
H -2.243 -4.416 3.922
H -1.399 -7.367 3.741
H -4.018 -7.531 4.365
H -3.778 -5.860 4.805
H -2.873 -7.206 7.910
H -3.987 -8.213 7.053
H -4.230 -6.515 6.867
H -2.652 -5.447 2.010
H -1.887 -6.777 1.671
```

Kohn-Sham gap, hartree: 0.32420
LUMO level, eV: 0.13